The following is a DFT calculation (ωB97M-V with the def2-TZVPD basis set) of 8 unconnected molecules or ions with the total composition C30H72F12N6O4P2 at a distorted geometry.

Net charge: +4
LUMO in eV: -10.118
F_max in eV Å⁻¹: 6.53

Cartesian coordinates (Å):
C -2.9376 -3.3788 -0.9203
C -4.3704 -3.2625 -1.4742
O -5.1963 -2.4327 -1.0963
N -4.7635 -4.3360 -2.5172
H -3.9496 -4.6491 -3.0267
H -4.9932 -5.1942 -2.0366
C -5.7499 -3.8640 -3.5661
H -2.4815 -2.4494 -0.5793
H -2.3373 -3.9058 -1.6620
H -2.9754 -4.1462 -0.1472
H -6.5824 -3.3467 -3.0892
H -6.0525 -4.7572 -4.1126
H -5.1197 -3.2157 -4.1749
C -1.3555 -1.9207 -5.0173
C -1.1755 -0.4109 -5.2133
O -0.3346 0.0755 -5.9795
N -2.0561 0.4808 -4.3601
H -3.0072 0.2350 -4.5951
H -1.9200 0.1763 -3.4068
C -1.8303 2.0264 -4.5988
H -2.4014 -2.2270 -4.9978
H -0.8813 -2.2664 -4.0988
H -0.8763 -2.5856 -5.7359
H -2.3200 2.5108 -3.7540
H -2.2927 2.3661 -5.5255
H -0.7685 2.2718 -4.6221
C -4.0995 2.4306 3.4900
C -4.3206 1.1169 2.7142
O -5.1883 0.9665 1.7930
N -3.1746 0.0765 2.9657
H -2.4334 0.3695 2.3454
H -2.8207 0.4343 3.8414
C -3.6825 -1.3268 2.9085
H -4.2707 2.2122 4.5441
H -4.8169 3.1448 3.0859
H -3.0865 2.7684 3.2709
H -3.0760 -2.1075 3.3677
H -3.5015 -1.6177 1.8738
H -4.7571 -1.3898 3.0798
C -8.2441 -0.1412 -2.3633
C -7.3322 0.0396 -1.1870
O -7.7493 -0.0122 -0.0224
N -5.9359 0.5247 -1.5216
H -5.2146 0.2182 -0.8845
H -5.6976 0.1713 -2.4372
C -5.7839 2.0116 -1.5857
H -9.2751 -0.1983 -2.0140
H -8.0215 -1.1221 -2.7832
H -8.4611 0.6430 -3.0886
H -4.7125 2.1630 -1.7166
H -6.1129 2.3673 -0.6092
H -6.4263 2.3495 -2.3988
C 5.5188 1.5039 6.1625
C 4.7444 2.4552 5.2668
C 5.6272 2.8602 4.1057
C 5.2258 4.0812 3.2476
N 3.9700 3.9257 2.3452
C 3.8224 5.1493 1.4011
C 2.4184 5.0350 0.7759
C 1.5630 4.2881 1.8189
C 2.5836 3.9887 2.9466
C 4.1063 2.6173 1.4924
H 4.8567 1.1578 6.9562
H 6.1619 2.0169 6.8775
H 6.0585 0.6734 5.7074
H 4.4046 3.2658 5.9115
H 3.8171 1.9527 4.9918
H 5.6880 2.1068 3.3203
H 6.6716 2.9566 4.4023
H 5.9435 4.4156 2.4985
H 4.9813 4.9419 3.8701
H 4.5791 5.4015 0.6582
H 3.7143 5.9418 2.1416
H 2.3768 4.4356 -0.1335
H 2.0702 5.9743 0.3464
H 1.0658 3.4158 1.3946
H 0.7626 4.9400 2.1689
H 2.2799 3.0577 3.4253
H 2.5225 4.7319 3.7416
H 5.0226 2.6246 0.9021
H 3.2491 2.4587 0.8380
H 4.0946 1.7985 2.2118
C 5.7083 -1.7408 2.8305
C 4.6393 -2.3881 1.8325
C 4.3254 -1.5646 0.5428
C 3.0617 -1.9987 -0.2540
N 2.9520 -1.4647 -1.6816
C 1.6489 -1.8592 -2.4472
C 2.0902 -2.8480 -3.5392
C 3.5377 -2.3584 -3.9582
C 4.0731 -2.1471 -2.5482
C 3.0086 0.1029 -1.6964
H 6.7024 -1.7063 2.3848
H 5.8342 -2.3856 3.7002
H 5.4721 -0.7060 3.0783
H 3.7338 -2.5153 2.4258
H 4.8233 -3.4380 1.6046
H 5.2642 -1.5823 -0.0108
H 4.1906 -0.5126 0.7943
H 2.1126 -1.7607 0.2262
H 3.0022 -3.0644 -0.4754
H 1.2162 -1.0782 -3.0723
H 0.8162 -2.0972 -1.7853
H 1.5304 -2.7723 -4.4714
H 1.9780 -3.8285 -3.0764
H 3.5464 -1.4532 -4.5654
H 4.0104 -3.1739 -4.5056
H 4.9227 -1.4663 -2.4945
H 4.3795 -3.0528 -2.0248
H 3.0136 0.5348 -2.6972
H 3.9421 0.3847 -1.2092
H 2.1855 0.4945 -1.0987
P -1.2668 0.6792 -0.7301
F -2.4910 1.6237 -1.2297
F -0.7687 1.7710 0.3470
F -2.3186 0.1852 0.4769
F -0.0913 -0.3557 -0.2244
F -1.7470 -0.4393 -1.8101
F -0.2659 1.3945 -1.8594
P -0.2808 -3.3598 2.1754
F -0.3566 -3.1502 3.7732
F -1.7889 -3.7207 2.0058
F -0.6447 -1.8134 1.9581
F -0.2030 -3.4425 0.5482
F 1.3438 -3.0780 2.2450
F 0.1813 -4.9058 2.3618